{"formula": "C24H43CoIP2", "method": "ωB97M-V/def2-TZVPD", "homo_energy_ev": [-8.51, -10.03], "multiplicity": 5, "molar_mass_g_mol": 579.39, "charge": 1, "homo_lumo_gap_ev": [6.6, 6.0], "s_squared": 6.04, "symbols": ["Co", "C", "C", "C", "C", "C", "C", "H", "H", "H", "C", "H", "H", "H", "C", "H", "H", "H", "C", "H", "H", "H", "C", "H", "H", "H", "C", "C", "C", "C", "C", "C", "C", "C", "H", "H", "H", "H", "H", "H", "H", "H", "H", "H", "H", "H", "P", "P", "C", "C", "H", "H", "H", "H", "C", "H", "H", "H", "C", "H", "H", "H", "C", "H", "H", "H", "C", "H", "H", "H", "I"], "coordinates": [[0.4260, -0.3256, -0.0208], [-0.8025, -1.7291, 2.5711], [0.5543, -1.7555, 2.0261], [0.5189, -0.4024, 3.9314], [-0.8219, -0.8899, 3.6960], [1.3580, -0.9707, 2.9742], [-1.9655, -2.5362, 2.1321], [-1.7397, -3.1028, 1.2198], [-2.8492, -1.9079, 1.9532], [-2.2322, -3.2578, 2.9190], [-1.9712, -0.6442, 4.6050], [-2.9282, -0.8842, 4.1197], [-2.0067, 0.3937, 4.9764], [-1.8694, -1.3101, 5.4802], [0.9035, 0.4722, 5.0658], [1.0410, -0.1491, 5.9652], [0.1282, 1.2197, 5.2931], [1.8559, 0.9876, 4.8678], [2.8425, -0.9733, 3.0467], [3.1862, -1.6293, 3.8615], [3.2497, 0.0210, 3.2543], [3.2847, -1.3595, 2.1210], [1.1277, -2.9720, 1.3472], [1.4484, -3.7434, 2.0697], [2.0025, -2.6794, 0.7478], [0.3895, -3.4244, 0.6750], [-1.8229, 1.0068, -3.4057], [-1.8853, -0.3397, -3.3309], [-1.1726, -1.2203, -4.3048], [0.3343, -0.8480, -4.4564], [0.9796, -0.2511, -3.2259], [1.1705, 1.0747, -3.0994], [0.4744, 2.1152, -3.9548], [-0.9897, 1.7881, -4.3932], [-1.6338, -1.1715, -5.3050], [0.4562, -0.2106, -5.3420], [-1.2536, -2.2748, -4.0046], [-0.9744, 1.3412, -5.3894], [-2.5688, 1.6001, -2.8666], [-2.6682, -0.8271, -2.7588], [-1.5009, 2.7408, -4.5392], [0.4461, 3.0684, -3.4121], [2.0091, 1.4645, -2.5278], [1.0556, 2.3443, -4.8659], [0.8753, -1.7695, -4.7020], [1.5165, -0.9665, -2.5856], [-1.6170, 0.4459, -0.2421], [1.5748, 1.4258, 0.5808], [-0.8160, 1.9140, -1.0020], [0.4906, 2.5209, -0.4398], [-1.5825, 2.6703, -1.1356], [-0.6005, 1.5726, -2.0128], [1.1625, 2.8758, -1.2330], [0.2350, 3.3576, 0.2110], [2.3013, 2.4407, 1.8488], [2.7124, 1.8293, 2.6573], [1.5422, 3.1203, 2.2442], [3.0993, 2.9928, 1.3417], [2.9274, 0.6093, -0.3447], [3.3343, 1.3627, -1.0255], [2.5821, -0.2797, -0.9106], [3.6832, 0.2843, 0.3853], [-3.4071, 0.2206, -0.3167], [-3.6624, -0.7281, 0.1851], [-3.8050, 0.2059, -1.3446], [-3.8462, 1.0669, 0.2260], [-0.8284, -1.3478, -0.9487], [0.1163, -1.7875, -0.4406], [-0.5912, -1.2914, -2.0121], [-1.5959, -2.0970, -0.7202], [-1.3870, 1.5037, 2.0203]], "forces_ev_per_a": [[1.5, -0.8, 2.6], [2.3, -0.8, -2.2], [-1.8, -0.2, 1.4], [-1.5, -0.8, -0.4], [2.0, 1.6, 1.8], [-0.9, -0.4, 0.2], [0.0, -0.3, -0.2], [-0.1, 0.1, 0.3], [0.1, -0.1, 0.1], [0.0, 0.1, -0.2], [-0.3, -0.2, 0.2], [0.2, 0.2, 0.2], [0.0, -0.4, -0.2], [-0.1, 0.2, -0.2], [0.2, 0.1, 0.4], [0.0, 0.3, -0.1], [0.3, -0.2, -0.1], [-0.3, -0.1, 0.2], [0.2, -0.1, -0.3], [-0.1, 0.2, -0.2], [0.0, -0.2, 0.0], [0.0, 0.1, 0.2], [0.2, 0.0, -0.2], [-0.1, 0.2, -0.2], [-0.1, -0.3, 0.0], [0.2, -0.1, 0.1], [-1.2, -1.2, -0.8], [-1.2, 1.5, -1.6], [0.8, -0.5, -0.1], [-0.6, -0.6, -0.1], [1.1, 0.7, -0.7], [0.5, -0.6, -1.1], [-0.2, 0.1, -0.2], [0.3, 0.4, 0.1], [0.0, 0.1, 0.4], [0.1, 0.1, 0.5], [0.0, 0.3, 0.0], [-0.1, -0.3, 0.2], [0.3, -0.3, 0.0], [0.1, 0.2, 0.1], [0.1, 0.1, 0.0], [0.1, -0.2, 0.1], [-0.5, -0.2, 0.4], [-0.1, -0.2, 0.3], [0.0, 0.2, 0.1], [0.0, 0.4, -0.3], [0.8, -0.3, 0.6], [-1.3, -0.9, 0.1], [0.0, 0.1, -1.4], [0.6, 0.4, 0.3], [-0.1, 0.4, 0.2], [0.1, 0.2, 0.5], [-0.7, 0.3, -0.1], [0.1, 0.1, -0.1], [0.4, 0.3, 0.1], [-0.1, 0.2, -0.2], [0.2, -0.1, 0.0], [0.0, 0.2, 0.4], [0.6, 0.9, -0.3], [0.6, -0.5, -0.1], [0.3, 0.5, 0.2], [-0.2, 0.1, -0.3], [-0.4, 0.1, -0.9], [0.2, 0.4, -0.1], [0.1, 0.0, 0.4], [0.1, -0.3, -0.1], [-0.9, -0.8, -1.5], [-0.5, -1.3, -0.6], [-0.5, -0.3, 0.4], [0.1, 0.3, -0.1], [-1.1, 1.9, 2.2]]}